A.
10
Properties=species:S:1:pos:R:3:lowdin_charge:R:1 method="wB97M-V/def2-TZVPD" lumo_ev=0.55 smiles="NN=C=S.C=O" homo_lumo_gap_ev=8.7684 e_homo_ev=-8.22
N 0.4290 -2.2771 0.1257 0.018
N 1.6855 -1.6849 0.0142 -0.039
C 2.1065 -0.5711 0.1516 -0.842
S 2.9985 0.6650 0.0180 0.732
H 0.1714 -2.9071 -0.5748 0.048
H -0.3427 -1.5410 0.1052 0.099
C -0.6652 1.7488 0.0185 -0.152
O 0.1408 0.9615 0.3085 -0.047
H -1.3615 2.3404 0.7366 0.104
H -0.9315 2.0885 -0.9900 0.079

B.
10
Properties=species:S:1:pos:R:3:lowdin_charge:R:1 method="wB97M-V/def2-TZVPD" lumo_ev=0.58 smiles="[H]/N=C/N(S)C=O" homo_lumo_gap_ev=9.7093 e_homo_ev=-9.13
H 2.1467 1.3709 -1.6555 0.169
N 1.6973 0.3854 -1.1497 0.012
C 0.4720 0.4908 -0.9839 -0.371
N -0.0946 -0.4303 0.0055 -0.362
S 1.1895 -0.6944 1.2160 0.779
C -1.4281 -0.4303 0.4349 -0.376
O -2.0005 -0.8813 1.4139 0.027
H -0.3227 1.1861 -1.3526 0.135
H 0.4227 -0.8732 2.3648 -0.110
H -2.0824 -0.1237 -0.2934 0.098

Energy relative to the most stable one, in hartree: A 0.0363; B 0.0000

A.
10
Properties=species:S:1:pos:R:3:lowdin_charge:R:1 method="wB97M-V/def2-TZVPD" lumo_ev=0.19 homo_lumo_gap_ev=9.3673 e_homo_ev=-9.17
C -0.0391 -1.9616 -1.5445 -0.159
N -0.2790 -1.1096 -0.5638 -0.337
S 0.5883 0.3734 -0.9670 0.894
C 0.4169 1.2871 0.6046 -0.474
N -0.2377 1.2048 1.6214 -0.008
O -1.0235 0.0664 1.9758 0.001
H -0.3170 -3.0802 -1.3049 0.111
H 0.4872 -1.6226 -2.4324 0.035
H 0.8944 2.0973 0.3095 -0.007
H -0.9396 -0.5188 1.3297 -0.057

B.
10
Properties=species:S:1:pos:R:3:lowdin_charge:R:1 method="wB97M-V/def2-TZVPD" lumo_ev=0.38 homo_lumo_gap_ev=10.6349 e_homo_ev=-10.26
C 0.2624 -0.1373 1.8076 -0.182
C 0.2060 0.2117 -0.1422 -0.864
N 0.0672 -0.1156 2.9294 0.020
N -1.1041 -0.0214 -0.6145 0.035
O 0.7498 1.3907 -0.2679 0.021
S 1.2690 -1.1203 -0.9066 0.769
H -1.5353 -0.7666 -0.1700 0.057
H -1.6905 0.8369 -0.3120 0.152
H 1.5780 1.3732 -0.7229 0.090
H 0.1975 -1.6512 -1.6008 -0.098

C.
10
Properties=species:S:1:pos:R:3:lowdin_charge:R:1 method="wB97M-V/def2-TZVPD" lumo_ev=0.30 homo_lumo_gap_ev=9.7086 e_homo_ev=-9.41
H 1.6142 -1.7068 0.5062 -0.020
N 2.2238 -0.9342 0.6120 0.117
C 1.5255 0.1103 0.4165 -0.290
N 0.0425 0.2775 0.3557 -0.474
S -0.6768 -1.1674 -0.2148 0.792
C -0.5207 1.4428 -0.0851 -0.310
O -1.6341 1.5519 -0.7828 -0.087
H 1.9434 1.1765 0.5659 0.130
H -1.7690 -0.2247 -0.4767 -0.029
H 0.2198 2.2961 0.3409 0.170

D.
10
Properties=species:S:1:pos:R:3:lowdin_charge:R:1 method="wB97M-V/def2-TZVPD" lumo_ev=-0.51 smiles="[H]/N=C/NOC=S" homo_lumo_gap_ev=8.9015 e_homo_ev=-9.41
H -2.6391 -1.0911 -0.2163 0.011
N -2.1895 -0.3733 0.2551 0.099
C -1.1436 0.0728 -0.3161 -0.331
N -0.2877 1.0356 0.2009 0.018
O 1.0803 0.9006 -0.3557 -0.215
C 1.7466 -0.2071 0.0625 -0.707
S 3.3986 -0.0581 0.0581 0.669
H -0.6434 -0.4264 -1.1863 0.138
H -0.2110 1.2022 1.2656 0.184
H 0.8887 -1.0552 0.2322 0.134

Energy relative to the most stable one, in hartree: A 0.0728; B 0.0037; C 0.0000; D 0.0467

A.
10
Properties=species:S:1:pos:R:3:lowdin_charge:R:1 method="wB97M-V/def2-TZVPD" lumo_ev="-2.07 / -1.32" homo_lumo_gap_ev="6.5308 / 8.2588" e_homo_ev="-8.60 / -9.58"
C 1.9881 -0.2001 0.0572 -0.454
C -1.7986 0.6915 -0.1523 -0.298
N 3.1625 -0.5522 0.1736 0.157
N 1.0439 0.5307 0.0679 0.047
O -1.0372 -1.7188 0.4180 -0.501
S -1.0435 -0.4152 1.0060 0.971
H -2.4498 1.1791 0.4302 -0.017
H -2.4319 0.3146 -0.9654 0.083
H -0.9209 1.2135 -0.4727 0.004
H 3.4874 -1.0431 -0.5623 0.006

B.
10
Properties=species:S:1:pos:R:3:lowdin_charge:R:1 method="wB97M-V/def2-TZVPD" lumo_ev=0.30 smiles="NN=C=S.C=O" homo_lumo_gap_ev=8.4617 e_homo_ev=-8.16
N -0.1219 2.2181 -0.4331 0.017
N -1.3172 1.7074 0.1310 -0.056
C -1.9713 0.6953 -0.0469 -0.804
S -2.9958 -0.4612 0.0258 0.732
H 0.4166 1.4566 -0.9511 0.103
H 0.2748 2.6981 0.3498 0.066
C -0.1768 -1.7518 -0.1430 -0.136
O -0.0755 -0.5681 -0.1917 -0.077
H 0.6781 -2.3848 -0.2032 0.069
H -1.2464 -2.2558 0.2057 0.084

C.
10
Properties=species:S:1:pos:R:3:lowdin_charge:R:1 method="wB97M-V/def2-TZVPD" lumo_ev=0.52 homo_lumo_gap_ev=9.6258 e_homo_ev=-9.11
N -0.9007 -0.7254 -1.9837 -0.039
N 0.3829 -0.6122 -1.5187 -0.125
C 0.6164 -0.0823 -0.3767 -0.467
S -0.6592 0.7130 0.5770 0.932
C 0.3406 0.9659 2.0534 -0.589
O 1.4975 0.7477 2.2088 0.006
H -1.6347 -0.8934 -1.2521 0.068
H -0.9144 -1.5726 -2.5500 0.082
H 1.5942 0.0546 0.0527 0.066
H -0.3225 1.4048 2.7893 0.066

D.
10
Properties=species:S:1:pos:R:3:lowdin_charge:R:1 method="wB97M-V/def2-TZVPD" lumo_ev=0.54 homo_lumo_gap_ev=10.3193 e_homo_ev=-9.78
H 2.9886 0.2357 0.5984 0.069
N 2.5445 -0.0546 -0.3426 0.042
C 1.2226 -0.1478 -0.4845 -0.374
N 0.2993 0.3352 0.4327 -0.362
S -1.0272 1.0474 -0.3400 0.973
C -2.2056 -0.1990 0.0178 -0.629
O -3.3514 -0.2358 -0.2547 0.000
H 0.6462 -0.6180 -1.3338 0.114
H 0.5713 0.7792 1.2469 0.056
H -1.6884 -1.1422 0.4599 0.111

Energy relative to the most stable one, in hartree: A 0.0859; B 0.0622; C 0.0000; D 0.0031